Entry 1:
11
Properties=species:S:1:pos:R:3 method="wB97M-V/def2-TZVPD" orbital_gap_ev=9.239 homo_energy_ev=-8.2601 energy_ev=-7659.754 multiplicity=1 lumo_ev=0.979 total_charge=0
N -2.1187 -0.0323 -0.1862
C -0.7669 0.0235 0.1921
C 0.2859 1.1140 -0.0271
N 1.5001 0.7118 0.0051
N 1.3459 -0.6309 -0.1175
C 0.1294 -1.0347 0.0649
H -2.4248 0.8874 -0.0988
H -2.5437 -0.6115 0.7141
H -0.0535 2.0780 0.0839
H 2.1027 -1.1584 0.3485
H -0.0621 -2.1530 -0.3363

***

Entry 2:
10
Properties=species:S:1:pos:R:3 method="wB97M-V/def2-TZVPD" orbital_gap_ev=9.375 homo_energy_ev=-8.8668 energy_ev=-16526.001 multiplicity=1 lumo_ev=0.508 total_charge=0
C -1.0574 0.1306 -1.1815
C 0.4069 0.0368 -0.3928
O 1.4165 -0.2182 -0.9188
N 0.2399 0.2414 1.0277
S 1.3535 0.1425 2.3072
H -0.4481 -0.1992 -2.2193
H -1.8050 -0.6737 -0.9416
H -1.3844 1.2097 -0.9734
H -0.7141 0.5475 1.4124
H 1.9922 -1.2174 1.8802

***

Entry 3:
47
Properties=species:S:1:pos:R:3 method="wB97M-V/def2-TZVPD" orbital_gap_ev=11.138 homo_energy_ev=-10.7869 energy_ev=-151942.544 multiplicity=1 lumo_ev=0.351 total_charge=0
O 0.9220 0.8556 -4.9551
C 1.6867 0.1919 -4.3637
O 2.9715 -0.0318 -4.7184
C 3.5236 -1.0229 -3.8559
C 2.5627 -1.0380 -2.6835
F 2.9991 -0.1888 -1.6973
O 1.3869 -0.5140 -3.2293
H 3.5786 -1.9876 -4.3620
H 4.5297 -0.7419 -3.5494
H 2.3264 -1.9934 -2.2269
C -1.6083 -1.1757 -1.2777
O -1.2188 -0.1336 -0.3800
C 0.0455 -0.1854 0.0315
O 0.8055 -1.1017 -0.1482
O 0.3058 0.9352 0.7021
C 1.6581 1.1441 1.0823
H -1.1189 -1.0440 -2.2417
H -2.6842 -1.0804 -1.4126
H -1.3877 -2.1593 -0.8679
H 1.7810 0.8755 2.1314
H 1.8408 2.2179 1.0022
H 2.3477 0.6345 0.4210
Cl 2.4493 -3.8738 2.2111
C 1.7518 -2.3058 2.6126
Cl 1.4412 -2.1444 4.3643
H 2.4735 -1.5449 2.3526
H 0.8169 -2.1720 2.0909
Cl -3.7054 1.9353 3.3839
C -2.3746 1.2519 2.4355
Cl -1.8962 -0.3394 3.0072
H -2.7291 1.1819 1.4148
H -1.5237 1.9176 2.4901
Cl -4.9476 0.0513 -2.3936
C -5.5563 1.3115 -1.3017
Cl -5.3316 0.8936 0.4051
H -5.0104 2.2209 -1.5065
H -6.6157 1.4155 -1.4874
Cl 3.4635 6.5885 1.5439
C 3.7911 4.9487 2.0992
Cl 3.0503 4.6098 3.6538
H 3.4122 4.2516 1.3592
H 4.8636 4.8116 2.1841
Cl -1.4117 -3.7592 1.5992
C -3.1078 -3.4037 1.2143
Cl -3.6460 -4.2218 -0.2566
H -3.7087 -3.7475 2.0449
H -3.2025 -2.3335 1.0782

***

Entry 4:
117
Properties=species:S:1:pos:R:3 method="wB97M-V/def2-TZVPD" orbital_gap_ev="7.164 / 5.243" homo_energy_ev="-12.8461 / -12.8460" energy_ev=-96371.702 s_squared=0.755 multiplicity=2 lumo_ev="-5.683 / -7.603" total_charge=+2
Ta -0.8296 -0.4880 0.7476
C -2.5514 0.6714 -2.2601
C -1.5499 -0.4521 -2.4243
N -0.3889 -0.3302 -1.4868
C 0.7174 0.5029 -2.0660
C 0.4461 1.9210 -2.5429
N 0.1348 2.8374 -1.4705
C -0.1452 4.2184 -1.8707
C -1.6384 4.4907 -2.0215
C -2.4114 4.3845 -0.7095
N -2.4755 3.0141 -0.2234
C -3.3764 2.7949 0.8818
C -3.6924 1.3032 1.1357
N -3.0067 0.3037 0.2291
C -3.5699 0.4123 -1.1788
H -3.0838 0.8300 -3.2000
H -2.0417 1.6004 -2.0202
H -1.1439 -0.4822 -3.4380
H -2.0122 -1.4250 -2.2355
H 0.0546 -1.2572 -1.5265
H 1.0763 -0.0572 -2.9355
H 1.5312 0.4920 -1.3405
H -0.3571 1.9320 -3.2837
H 1.3545 2.2099 -3.0972
H 0.8556 2.7945 -0.7631
H 0.3898 4.4922 -2.7893
H 0.2373 4.8757 -1.0822
H -2.0776 3.8114 -2.7582
H -1.7633 5.5000 -2.4206
H -3.4362 4.7295 -0.8685
H -1.9663 5.0758 0.0267
H -1.5426 2.6546 -0.0643
H -4.3113 3.3045 0.6405
H -3.0317 3.2370 1.8294
H -4.7617 1.1279 1.0101
H -3.4420 1.0296 2.1538
H -3.4411 -0.5565 0.5599
H -4.3068 1.2109 -1.1763
H -4.0923 -0.5268 -1.3767
C -2.1206 -8.1623 3.7755
C -2.1192 -6.8763 3.0044
C -1.5352 -5.7238 3.5312
C -1.5432 -4.5326 2.8282
C -2.1539 -4.5095 1.5803
C -2.7508 -5.6377 1.0245
C -2.7228 -6.8154 1.7441
S -2.1600 -3.0346 0.6729
O -3.2112 -3.0337 -0.2985
O -2.2379 -1.8990 1.6534
N -0.7495 -2.6070 0.0406
C 0.3495 -3.3724 -0.3789
C 0.5354 -4.7319 -0.1495
C 1.7034 -5.3159 -0.6070
C 2.6507 -4.5525 -1.2723
C 2.3712 -3.2131 -1.4603
N 1.2521 -2.6324 -1.0295
H -1.5497 -8.0783 4.6975
H -1.6978 -8.9707 3.1783
H -3.1419 -8.4491 4.0310
H -1.0738 -5.7594 4.5094
H -1.0907 -3.6379 3.2360
H -3.2346 -5.5832 0.0584
H -3.1857 -7.7027 1.3315
H -0.1963 -5.3251 0.3753
H 1.8706 -6.3722 -0.4418
H 3.5695 -4.9827 -1.6427
H 3.0665 -2.5707 -1.9899
C 8.0427 4.4179 -1.5500
C 6.9053 3.6321 -0.9668
C 5.6958 4.2367 -0.6573
C 4.6336 3.5218 -0.1130
C 3.3456 4.2533 0.1581
C 4.8182 2.1593 0.1217
Te 3.2672 1.0072 0.9502
N 0.0946 1.2143 0.9218
C -0.5183 1.4354 2.0651
O -1.3703 0.4924 2.4433
C -0.3085 2.6020 2.9243
C 0.2149 3.7676 2.3655
C 0.4267 4.8769 3.1642
C 0.1321 4.8143 4.5228
C -0.3880 3.6522 5.0793
C -0.6228 2.5452 4.2798
C 4.0938 0.4872 2.7975
C 4.2780 -0.8792 3.0110
C 4.8794 -1.3060 4.1797
C 5.2697 -0.3671 5.1271
C 5.0512 0.9843 4.9140
C 4.4560 1.4474 3.7430
C 4.2234 2.9211 3.5586
C 6.0257 1.5093 -0.1801
C 6.2460 0.0469 0.1032
C 7.0454 2.2642 -0.7304
H 7.7843 5.4680 -1.6691
H 8.3233 4.0218 -2.5267
H 8.9225 4.3531 -0.9086
H 5.5680 5.2964 -0.8478
H 3.4857 5.0341 0.9083
H 2.5478 3.6012 0.5256
H 2.9832 4.7344 -0.7519
H 0.4158 3.7985 1.3010
H 0.8084 5.7941 2.7349
H 0.2997 5.6808 5.1488
H -0.6183 3.6152 6.1353
H -1.0367 1.6352 4.6942
H 3.9488 -1.6037 2.2752
H 5.0368 -2.3614 4.3540
H 5.7399 -0.6927 6.0455
H 5.3417 1.7005 5.6729
H 3.7016 3.3352 4.4223
H 3.6059 3.1431 2.6861
H 5.1661 3.4596 3.4499
H 5.3664 -0.5626 -0.1313
H 6.4931 -0.1180 1.1539
H 7.0686 -0.3432 -0.4938
H 7.9807 1.7768 -0.9821
Cl 0.9219 -1.3519 2.1576